[1]
C20H44O20 | ωB97M-V with the def2-TZVPD basis set

Element x y z (Å)
C  -3.129  -0.865  -2.007
O  -3.041  0.409  -2.871
C  -2.538  0.133  -4.057
O  -2.314  -0.937  -4.556
O  -2.292  1.337  -4.595
C  -1.502  1.381  -5.850
H  -3.187  -0.444  -0.985
H  -2.273  -1.500  -2.021
H  -4.111  -1.288  -2.207
H  -1.319  0.397  -6.230
H  -0.617  1.979  -5.592
H  -2.169  1.877  -6.585
C  3.059  3.861  -0.691
O  1.675  4.095  -0.620
C  0.919  3.780  -1.717
O  1.365  3.373  -2.773
O  -0.345  4.059  -1.487
C  -1.222  3.426  -2.453
H  3.406  2.988  -1.169
H  3.410  3.801  0.358
H  3.587  4.684  -1.229
H  -1.106  2.349  -2.378
H  -0.978  3.770  -3.422
H  -2.264  3.736  -2.202
C  4.402  -1.119  1.541
O  4.157  -1.382  2.940
C  3.221  -0.618  3.542
O  2.634  0.236  2.839
O  3.157  -0.767  4.833
C  4.152  -1.716  5.391
H  5.370  -1.545  1.272
H  4.539  -0.022  1.397
H  3.651  -1.513  0.837
H  3.793  -2.708  5.202
H  4.078  -1.602  6.481
H  5.131  -1.497  4.984
C  0.867  0.411  -0.906
O  0.379  -0.171  -2.116
C  1.284  -0.646  -2.947
O  2.471  -0.705  -2.775
O  0.672  -1.062  -4.064
C  1.585  -1.517  -4.970
H  1.546  -0.272  -0.395
H  -0.036  0.672  -0.308
H  1.442  1.335  -1.138
H  2.385  -0.795  -5.184
H  0.975  -1.742  -5.895
H  2.034  -2.450  -4.507
C  0.061  -3.493  -0.903
O  0.093  -4.116  0.404
C  1.164  -3.893  1.128
O  2.107  -3.275  0.766
O  1.007  -4.383  2.378
C  2.210  -4.298  3.196
H  0.793  -3.928  -1.582
H  0.276  -2.440  -0.798
H  -0.957  -3.635  -1.291
H  1.884  -4.114  4.188
H  2.850  -3.442  2.956
H  2.730  -5.256  3.181
C  -1.726  2.429  1.420
O  -2.294  3.592  2.176
C  -3.364  4.075  1.598
O  -3.836  3.630  0.569
O  -3.970  5.025  2.248
C  -3.390  5.479  3.467
H  -2.456  1.656  1.537
H  -0.773  2.210  1.922
H  -1.657  2.730  0.369
H  -2.321  5.476  3.539
H  -3.894  5.010  4.315
H  -3.813  6.492  3.561
C  -3.165  -3.842  0.992
O  -3.515  -2.439  0.976
H  -3.166  -4.225  2.052
H  -4.019  -4.306  0.438
H  -2.148  -3.954  0.638
H  -4.468  -2.402  1.075
C  -1.024  -0.839  2.763
O  -1.240  -1.049  1.363
H  -1.577  0.024  3.063
H  -1.243  -1.697  3.432
H  0.054  -0.590  2.908
H  -2.115  -1.419  1.239

Its energy is -2293.20020 Eh. The value obtained for the energy relative to the best compared isomer or geometry (same formula, charge and spin) is 4.0 kcal/mol. As for the largest force on an atom: 5.33 eV/A. For the gap between HOMO and LUMO, the calculation gives 10.5 eV. Its SMILES is COC(=O)OC.COC(=O)OC.COC(=O)OC.COC(=O)OC.COC(=O)OC.COC(=O)OC.CO.CO.


[2]
C24H71Ag5N11O12 | ωB97M-V with the def2-TZVPD basis set

Element x y z (Å)
Ag  0.428  -0.619  3.658
Ag  4.967  4.605  -0.444
Ag  0.191  4.128  3.098
Ag  4.137  1.449  2.852
Ag  5.263  -3.119  2.523
O  1.991  2.437  0.512
C  1.179  1.455  -0.068
C  1.536  -0.062  -0.044
O  2.352  -0.644  0.880
H  0.945  1.625  -1.119
H  0.219  1.651  0.409
H  1.833  -0.510  -0.992
H  0.660  -0.650  0.232
C  1.609  -3.221  -5.592
C  1.052  -4.396  -6.498
C  1.069  -5.826  -5.886
O  1.193  -6.882  -6.820
C  2.423  -7.401  -7.116
N  -0.292  -3.956  -6.847
H  2.396  -3.529  -4.904
H  0.806  -2.699  -5.072
H  1.929  -2.436  -6.277
H  1.643  -4.400  -7.414
H  0.159  -6.040  -5.327
H  1.789  -5.899  -5.071
H  3.191  -6.721  -7.486
H  2.304  -8.235  -7.807
H  2.908  -7.791  -6.221
H  -0.009  -3.160  -7.401
H  -0.672  -4.591  -7.534
C  -3.036  6.351  0.671
C  -2.335  7.490  1.394
C  -3.242  8.680  1.448
O  -2.920  9.740  2.358
C  -1.764  10.535  2.122
N  -1.899  7.020  2.705
H  -3.325  6.703  -0.319
H  -3.971  6.115  1.180
H  -2.579  5.387  0.449
H  -1.399  7.839  0.956
H  -4.108  8.221  1.925
H  -3.369  9.071  0.438
H  -0.777  10.073  2.094
H  -1.684  11.173  3.002
H  -1.944  11.015  1.160
H  -1.266  7.668  3.151
H  -2.704  7.089  3.311
C  2.616  -6.905  5.643
C  1.717  -5.732  5.227
C  1.430  -4.744  6.336
O  0.558  -3.754  5.853
C  0.183  -2.949  6.946
N  2.366  -5.232  4.043
H  3.614  -6.491  5.792
H  2.670  -7.837  5.081
H  2.392  -7.349  6.612
H  0.758  -6.247  5.173
H  2.404  -4.419  6.702
H  0.906  -5.260  7.140
H  -0.442  -2.126  6.598
H  0.992  -2.409  7.438
H  -0.285  -3.442  7.797
H  2.061  -5.980  3.436
H  2.049  -4.334  3.707
C  4.601  5.444  -5.328
C  4.842  3.961  -4.857
O  4.222  3.547  -3.640
H  5.349  6.033  -5.859
H  4.365  5.955  -4.395
H  3.712  5.426  -5.958
H  5.919  3.947  -4.691
H  4.436  3.428  -5.717
H  3.948  2.634  -3.748
C  -5.130  1.676  -1.933
C  -4.164  2.281  -3.059
O  -4.785  3.262  -3.760
H  -5.601  2.470  -1.354
H  -4.501  0.931  -1.446
H  -5.922  1.107  -2.420
H  -3.987  1.460  -3.754
H  -3.171  2.540  -2.691
H  -4.075  3.708  -4.228
C  -4.352  -2.653  3.861
C  -3.984  -2.211  2.473
O  -2.609  -2.522  2.353
H  -4.713  -3.681  3.826
H  -5.078  -1.891  4.146
H  -3.538  -2.512  4.573
H  -4.289  -1.186  2.263
H  -4.653  -2.761  1.810
H  -2.376  -3.452  2.324
C  0.953  6.911  -2.182
O  0.744  7.981  -2.698
N  1.863  6.675  -1.272
N  0.408  5.782  -2.522
H  2.339  7.423  -0.788
H  1.882  5.724  -0.932
H  0.672  4.848  -2.242
H  -0.218  6.031  -3.274
C  -1.526  -6.185  -0.476
O  -1.259  -6.344  0.696
N  -1.802  -5.037  -1.037
N  -1.516  -7.113  -1.440
H  -2.098  -5.057  -2.003
H  -1.764  -4.156  -0.545
H  -1.126  -7.994  -1.135
H  -1.671  -6.798  -2.387
C  -2.755  2.054  5.120
O  -2.322  1.774  4.013
N  -3.999  1.994  5.403
N  -2.048  2.503  6.051
H  -4.690  1.841  4.683
H  -4.174  2.309  6.346
H  -1.048  2.359  6.027
H  -2.475  2.803  6.916
C  4.082  -5.034  -1.197
O  4.604  -6.039  -1.641
N  2.819  -5.012  -0.964
N  4.610  -3.849  -1.116
H  2.366  -4.238  -0.499
H  2.371  -5.916  -1.008
H  5.457  -3.614  -1.613
H  3.991  -3.091  -0.868

Its energy is -3195.52900 Eh. The charge is +3. As for the largest force on an atom: 7.77 eV/A. For the gap between HOMO and LUMO, the calculation gives 3.2 eV.


[3]
C5H10N2S | ωB97M-V with the def2-TZVPD basis set

Element x y z (Å)
C  -3.383  1.344  0.189
C  0.597  0.643  -0.865
C  -3.241  2.166  1.184
C  3.288  -2.107  0.099
C  1.936  -1.786  -0.497
N  -3.533  0.365  -0.502
N  -0.173  1.540  -0.292
S  1.035  -0.543  0.433
H  -4.004  2.754  1.559
H  -0.540  1.411  0.733
H  -2.105  2.403  1.407
H  3.704  -1.276  0.614
H  3.211  -2.852  0.813
H  4.062  -2.536  -0.578
H  1.095  -2.502  -0.530
H  2.075  -1.335  -1.474
H  -3.475  0.101  -1.469
H  -0.548  2.212  -0.823

Its energy is -704.05723 Eh. The value obtained for the energy relative to the best compared isomer or geometry (same formula, charge and spin) is 104.5 kcal/mol. As for the largest force on an atom: 5.69 eV/A. For the gap between HOMO and LUMO, the calculation gives 9.4 eV.


[4]
C3HCl3OS | ωB97M-V with the def2-TZVPD basis set

Element x y z (Å)
O  0.951  -0.974  1.085
C  1.079  -0.114  0.113
S  2.393  0.156  -0.944
C  -0.177  0.628  0.004
Cl  -0.102  2.306  -0.201
C  -1.400  0.057  -0.278
Cl  -1.699  -1.659  -0.650
Cl  -2.829  0.977  -0.266
H  1.784  -1.377  1.137

Its energy is -1968.86985 Eh. The value obtained for the energy relative to the best compared isomer or geometry (same formula, charge and spin) is 5.7 kcal/mol. As for the largest force on an atom: 3.25 eV/A. For the gap between HOMO and LUMO, the calculation gives 8.3 eV. Its SMILES is OC(=S)C(Cl)=C(Cl)Cl.


[5]
C43H110F6MgN12O21S2 | ωB97M-V with the def2-TZVPD basis set

Element x y z (Å)
Mg  3.749  2.981  2.526
C  0.968  5.553  0.662
C  2.079  6.396  1.233
O  3.043  5.709  1.946
H  0.148  6.120  0.222
H  0.434  4.917  1.369
H  1.332  4.919  -0.146
H  1.595  7.280  1.647
H  2.609  6.948  0.457
C  0.362  0.119  5.096
F  -0.686  -0.697  5.177
F  0.543  0.808  6.199
F  1.503  -0.577  4.985
S  0.018  1.160  3.466
O  -1.161  0.600  2.819
O  -0.170  2.516  3.928
N  1.522  1.061  2.557
S  1.400  -0.289  1.771
O  2.717  -0.669  1.352
O  0.738  -1.416  2.488
C  0.293  0.181  0.219
F  -0.511  -0.824  -0.072
F  -0.332  1.346  0.351
F  1.118  0.363  -0.854
C  8.429  -1.686  0.965
O  8.234  -1.531  2.178
N  9.136  -2.715  0.549
N  7.931  -0.964  -0.034
H  9.094  -3.000  -0.419
H  9.590  -3.341  1.198
H  7.111  -0.386  0.085
H  8.384  -1.038  -0.934
C  -5.016  5.091  0.784
O  -4.752  6.221  1.233
N  -4.273  4.020  1.063
N  -5.959  4.761  -0.083
H  -3.456  4.242  1.613
H  -4.552  3.056  0.944
H  -6.778  5.345  0.005
H  -5.991  3.799  -0.386
C  4.777  2.916  -1.760
O  4.593  2.603  -0.570
N  5.076  2.095  -2.683
N  4.819  4.069  -2.319
H  5.062  2.567  -3.576
H  4.781  1.148  -2.491
H  4.664  4.875  -1.730
H  4.989  4.132  -3.312
C  -1.738  6.232  8.013
C  -1.551  7.712  7.635
O  -1.260  8.441  8.795
H  -0.755  5.802  8.207
H  -2.157  5.752  7.129
H  -2.447  6.320  8.836
H  -2.497  8.183  7.365
H  -0.924  8.032  6.803
H  -1.372  9.392  8.732
C  -5.081  0.828  8.085
C  -5.616  -0.550  7.595
O  -7.002  -0.423  7.514
H  -3.991  0.807  8.093
H  -5.420  1.016  9.104
H  -5.401  1.645  7.439
H  -5.358  -1.406  8.219
H  -5.156  -0.682  6.616
H  -7.381  -1.304  7.472
C  -0.470  -2.035  11.021
C  -1.558  -1.759  12.048
O  -1.231  -0.565  12.606
H  0.507  -1.819  11.454
H  -0.639  -1.382  10.165
H  -0.389  -3.092  10.766
H  -1.565  -2.453  12.889
H  -2.537  -1.703  11.571
H  -2.056  -0.285  13.010
C  -9.804  -8.080  1.325
O  -8.647  -8.824  1.642
C  -8.442  -9.199  3.002
C  -7.099  -10.059  3.096
N  -5.779  -9.334  3.287
C  -5.697  -8.309  2.218
C  -4.333  -7.603  2.187
O  -4.212  -6.725  3.328
C  -3.277  -5.631  3.316
H  -9.917  -7.142  1.869
H  -10.696  -8.697  1.429
H  -9.667  -7.798  0.281
H  -9.231  -9.915  3.231
H  -8.602  -8.431  3.759
H  -6.931  -10.616  2.175
H  -7.037  -10.742  3.943
H  -5.744  -8.802  4.144
H  -6.456  -7.573  2.483
H  -5.917  -8.661  1.210
H  -4.252  -7.007  1.278
H  -3.454  -8.245  2.116
H  -3.329  -5.235  4.329
H  -3.630  -4.754  2.773
H  -2.270  -5.831  2.949
C  1.040  -5.377  -1.435
O  1.848  -6.230  -2.213
C  2.163  -5.848  -3.569
C  3.017  -4.539  -3.664
N  4.340  -4.778  -3.082
C  5.037  -3.540  -2.829
C  5.215  -2.660  -4.144
O  4.047  -1.864  -4.386
C  4.019  -1.323  -5.666
H  0.003  -5.282  -1.757
H  1.483  -4.423  -1.149
H  0.850  -5.812  -0.454
H  1.277  -5.682  -4.182
H  2.774  -6.637  -4.009
H  2.493  -3.824  -3.030
H  3.091  -4.190  -4.694
H  4.264  -5.335  -2.243
H  6.066  -3.697  -2.504
H  4.476  -2.996  -2.070
H  5.404  -3.216  -5.063
H  6.154  -2.109  -4.188
H  3.124  -0.704  -5.618
H  3.806  -2.066  -6.435
H  4.874  -0.683  -5.886
C  9.221  3.578  0.417
O  8.673  3.294  1.649
C  8.050  4.382  2.404
C  7.336  3.749  3.664
N  6.282  2.706  3.397
C  6.066  1.929  4.657
C  5.301  2.731  5.677
O  4.282  3.383  4.996
C  3.750  4.449  5.684
H  9.579  4.606  0.463
H  8.400  3.649  -0.296
H  10.030  2.918  0.105
H  7.360  4.901  1.738
H  8.833  5.093  2.665
H  6.891  4.597  4.185
H  8.008  3.282  4.385
H  6.715  2.117  2.700
H  7.042  1.719  5.096
H  5.486  1.040  4.411
H  6.030  3.369  6.176
H  4.877  2.092  6.451
H  3.029  5.020  5.099
H  4.560  5.062  6.081
H  3.128  4.078  6.498
C  -3.614  0.418  -11.852
O  -3.396  -0.841  -11.203
C  -4.284  -1.820  -11.645
C  -4.087  -3.075  -10.870
N  -4.354  -2.986  -9.427
C  -4.165  -4.281  -8.807
C  -4.101  -4.148  -7.306
O  -2.825  -3.664  -6.879
C  -2.820  -3.312  -5.493
H  -2.857  1.141  -11.549
H  -4.610  0.763  -11.575
H  -3.560  0.275  -12.931
H  -4.130  -2.044  -12.701
H  -5.338  -1.542  -11.638
H  -3.019  -3.291  -10.874
H  -4.665  -3.858  -11.362
H  -3.709  -2.354  -8.974
H  -3.241  -4.766  -9.119
H  -4.878  -5.072  -9.039
H  -4.059  -5.131  -6.835
H  -4.988  -3.664  -6.898
H  -1.791  -3.221  -5.144
H  -3.407  -3.926  -4.810
H  -3.177  -2.284  -5.434
C  -0.056  2.585  -7.827
O  -1.072  3.600  -7.743
C  -2.123  3.324  -6.735
C  -1.794  3.165  -5.287
N  -1.458  4.463  -4.637
C  -0.066  4.830  -4.658
C  0.052  6.319  -4.337
O  1.454  6.599  -4.233
C  1.641  7.980  -3.906
H  -0.389  1.782  -8.485
H  0.261  2.079  -6.916
H  0.833  3.061  -8.240
H  -2.644  2.416  -7.038
H  -2.834  4.135  -6.890
H  -0.953  2.509  -5.061
H  -2.699  2.695  -4.903
H  -1.750  4.395  -3.672
H  0.375  4.675  -5.642
H  0.475  4.140  -4.011
H  -0.449  6.587  -3.407
H  -0.346  7.002  -5.088
H  2.656  8.173  -3.560
H  1.109  8.271  -3.000
H  1.321  8.696  -4.663

Its energy is -5536.63057 Eh. As for the largest force on an atom: 6.22 eV/A. For the gap between HOMO and LUMO, the calculation gives 5.8 eV.


[6]
C6H6N3O4 | ωB97M-V with the def2-TZVPD basis set

Element x y z (Å)
C  -0.301  -1.522  1.351
C  0.355  -0.739  0.296
C  1.831  -0.074  1.183
O  2.552  -1.020  1.369
O  1.734  1.098  1.434
N  -0.387  0.365  -0.288
C  0.147  1.341  -1.019
C  -0.914  2.162  -1.384
C  -2.000  1.649  -0.687
N  -1.817  0.501  -0.120
N  0.837  -1.586  -0.877
O  1.032  -0.967  -1.948
O  0.999  -2.775  -0.779
H  -0.630  -0.792  2.145
H  0.308  -2.339  1.797
H  -1.316  -2.096  1.073
H  1.163  1.502  -1.125
H  -0.720  3.126  -1.748
H  -2.875  2.167  -0.672

Its energy is -697.41229 Eh. The charge is -1. The value obtained for the energy relative to the best compared isomer or geometry (same formula, charge and spin) is 5.3 kcal/mol. As for the largest force on an atom: 3.98 eV/A. For the gap between HOMO and LUMO, the calculation gives 8.5 eV. Its SMILES is C[C@](C(=O)[O-])(n1cccn1)[N+](=O)[O-].